# 1
A 2-piece molecular cluster, C11H16O7PS overall at a distorted geometry, computed with ωB97M-V/def2-TZVPD.

```
36
Properties=species:S:1:pos:R:3:forces:R:3
C 2.592066 1.861010 0.383098 -0.7 -1.6 -1.2
P 2.914530 0.101394 1.054844 0.1 0.6 1.8
O 4.524683 -0.317506 0.630960 -2.2 0.5 -1.6
C 1.664902 -0.951126 0.036532 0.9 0.0 -3.4
C 1.982310 -1.110774 -1.339307 -2.7 -1.0 2.8
C 0.954190 -1.929077 -2.214261 0.9 0.0 -1.5
O 1.209894 -2.153625 -3.415837 -0.9 0.4 2.9
C -0.428073 -2.432114 -1.598882 0.4 0.9 2.2
C -0.737660 -2.249849 -0.235861 1.0 -0.3 -1.9
C -2.113892 -2.701237 0.410112 0.2 1.6 -0.3
C -3.321016 -1.942201 -0.340290 -0.6 0.1 0.4
C -3.536817 -0.452089 0.259842 1.0 -2.1 0.0
S -5.021388 0.403332 -0.423690 -3.1 5.2 1.8
O -4.733727 1.889522 -0.356767 0.1 -3.9 -0.9
O -6.279473 0.114691 0.338114 3.4 -1.0 -2.1
O -5.295215 0.040640 -2.044142 0.9 0.3 1.7
C 0.358272 -1.562892 0.682658 0.1 0.6 1.5
O 0.186380 -1.464023 1.916499 0.2 -0.4 -3.5
H 2.552965 1.736908 -0.759771 0.1 0.6 1.4
H 3.381771 2.623858 0.728394 -0.2 -0.2 -0.2
H 1.530152 2.121801 0.716290 1.4 -0.3 -0.3
H 4.666088 -0.061966 -0.307326 0.4 -0.1 0.7
H 2.927621 -0.664477 -1.765573 -1.4 -0.7 0.2
H -1.161103 -2.921589 -2.312548 1.2 0.7 0.9
H -2.268312 -3.824365 0.367311 0.3 1.4 0.1
H -2.122243 -2.305890 1.485328 0.2 -1.0 -1.4
H -3.157836 -1.899577 -1.465169 -0.2 -0.1 1.5
H -4.291913 -2.501746 -0.121667 1.3 0.6 -0.4
H -3.725390 -0.585360 1.382026 -0.1 0.6 -1.7
H -2.592198 0.164163 0.129732 -1.5 -0.4 -0.1
H -5.196223 0.888420 -2.544626 0.1 -0.6 0.8
C 4.916757 4.417729 2.117564 0.2 0.3 0.8
O 4.565141 3.963347 0.910044 -0.3 -0.4 -0.5
H 4.893021 5.519955 2.270116 -0.1 0.4 -0.3
H 4.311029 4.071546 2.985802 -0.4 -0.3 0.1
H 5.945254 4.178082 2.469138 0.4 -0.2 -0.2
```
Forces are in eV/Å.

Calculated values
frontier orbital gap	3.268	eV
energy relative to the best compared isomer or geometry (same formula, charge and spin)	76.2	kcal per mole
spin multiplicity	1
calculated total energy	-1694.8251	Eh
total charge	-1

=====

# 2
C3H7Br3N2O4 as an isolated structure, computed with ωB97M-V/def2-TZVPD.

```
19
Properties=species:S:1:pos:R:3:forces:R:3
C 3.457705 -0.736689 -3.772155 -0.2 -0.2 -0.5
N 4.845585 -1.126352 -4.141135 0.2 0.5 0.0
O 5.510187 -1.676652 -3.294151 0.1 -0.3 0.1
O 5.241596 -0.803457 -5.242158 -0.2 -0.1 0.0
H 2.792563 -1.124556 -4.541913 0.1 -0.1 0.0
H 3.402964 0.346592 -3.813057 0.1 0.0 0.2
H 3.242192 -1.167854 -2.805762 0.0 0.1 0.1
C -3.541376 0.478790 3.994143 0.0 0.1 -0.3
N -4.878451 -0.168021 4.099738 0.0 -0.2 0.0
O -5.685635 0.113204 3.236279 0.1 0.0 0.1
O -5.073824 -0.920966 5.031671 0.0 0.1 -0.1
H -2.877977 0.088616 4.753127 -0.1 0.0 0.2
H -3.720620 1.546801 4.079009 0.1 0.0 0.1
H -3.159959 0.276238 2.996740 -0.1 0.0 0.0
C 0.185711 0.994299 -0.027274 -0.1 -0.2 0.1
Br -0.406502 2.760202 -0.422051 -0.1 0.3 0.0
Br 0.912446 0.129667 -1.581775 0.0 0.0 0.0
Br -1.216499 -0.078879 0.741202 0.0 0.0 0.0
H 0.969893 1.069018 0.709522 0.1 0.0 0.0
```
Forces are in eV/Å.

Calculated values
frontier orbital gap	10.410	eV
energy relative to the best compared isomer or geometry (same formula, charge and spin)	6.1	kcal per mole
spin multiplicity	1
calculated total energy	-8250.8087	Eh

=====

# 3
C29H29N9O4PS3Tl as an isolated structure at a distorted geometry, computed with ωB97M-V/def2-TZVPD.

```
76
Properties=species:S:1:pos:R:3:forces:R:3
Tl -0.414026 -0.636401 -1.112839 0.2 0.1 0.4
S -3.554877 6.745581 -0.878347 -0.1 0.2 0.0
N -2.036431 6.270257 -1.128214 -0.1 0.0 0.0
C -2.031224 4.956256 -0.978419 0.2 -0.2 0.0
C -0.874622 4.091763 -1.164302 -0.2 0.2 0.0
C 0.387851 4.578594 -1.496537 0.0 0.1 0.0
C 1.409946 3.686589 -1.713472 0.1 0.0 0.0
C 1.134930 2.326530 -1.626744 -0.1 0.0 0.0
N -0.058608 1.847961 -1.290056 -0.1 0.0 -0.2
C -1.053393 2.715274 -1.025807 0.0 -0.2 0.1
C -2.345313 2.168894 -0.559883 0.2 -0.1 -0.1
N -2.391631 0.860457 -0.275860 0.0 0.0 0.0
C -3.541649 0.330510 0.116258 0.1 0.0 0.1
C -4.710024 1.072958 0.258738 0.0 0.0 0.0
C -4.665769 2.422778 -0.004660 -0.1 0.1 0.0
C -3.461236 2.992944 -0.413985 0.0 0.2 0.0
C -3.298464 4.418041 -0.658726 0.0 -0.3 0.1
N -4.253965 5.328241 -0.571859 0.1 0.0 0.0
H 0.534123 5.648057 -1.585597 0.0 0.0 0.0
H 2.407727 4.017649 -1.965705 0.0 0.0 0.0
H 1.901725 1.601075 -1.858502 0.0 0.0 0.0
H -3.535789 -0.733985 0.326635 0.0 0.0 -0.1
H -5.623196 0.590400 0.579991 0.0 0.0 0.0
H -5.540598 3.053294 0.098111 0.0 0.0 0.0
C -4.283021 -2.999019 -2.921402 0.0 0.0 0.0
C -3.939579 -1.732804 -3.376649 0.0 0.1 0.0
C -2.812568 -1.094049 -2.876643 -0.1 -0.2 0.0
C -2.033057 -1.744095 -1.925555 0.1 0.3 -0.1
C -2.361190 -3.007407 -1.460729 -0.2 0.0 -0.2
C -3.498640 -3.631820 -1.969305 0.1 0.0 0.1
H -5.161866 -3.493824 -3.313959 0.0 0.0 0.0
H -4.549191 -1.238043 -4.121836 0.0 0.0 0.0
H -2.557744 -0.104520 -3.237433 0.0 0.0 0.0
H -1.749381 -3.494411 -0.720525 0.1 0.0 0.1
H -3.769829 -4.619770 -1.617147 0.0 0.0 0.0
N 3.562508 5.120521 2.893921 -0.1 -0.2 -0.1
C 3.098797 3.858783 2.657174 0.1 0.2 0.0
C 1.724186 3.628522 2.469328 -0.1 0.0 0.0
C 1.255513 2.362326 2.207633 0.1 0.0 0.0
C 2.153590 1.296362 2.138033 0.0 0.1 -0.1
C 3.520361 1.504291 2.315818 -0.1 0.0 0.0
C 3.986964 2.776122 2.572345 0.0 -0.1 0.0
S 1.588946 -0.265173 1.651932 0.6 -0.1 0.0
O 2.518780 -1.282772 2.077417 -0.1 0.4 0.0
O 0.211614 -0.415276 2.116091 -0.2 0.7 -0.1
N 1.457816 -0.229430 0.052655 -0.4 -0.3 -0.2
C 2.358545 -0.696478 -0.869179 0.1 0.1 0.2
S 4.056918 -0.894373 -0.764100 -0.1 0.0 0.1
C 4.083671 -1.372393 -2.426061 0.0 0.0 0.0
C 2.837802 -1.355559 -2.940417 -0.1 0.1 0.0
N 1.853411 -0.961721 -2.052416 0.2 -0.1 -0.2
H 2.917485 5.850955 3.135351 0.0 0.0 0.0
H 4.514820 5.254534 3.182818 0.0 0.0 0.0
H 1.032189 4.459667 2.544924 0.0 0.0 0.0
H 0.194134 2.182208 2.083290 0.0 0.0 0.0
H 4.204174 0.665469 2.277509 0.0 0.0 0.0
H 5.046531 2.943470 2.723890 0.0 0.0 0.0
H 5.006895 -1.647671 -2.910602 0.0 0.0 0.0
H 2.569581 -1.616115 -3.953282 0.0 0.0 0.0
N 2.195469 -6.179669 0.127212 -0.3 -0.2 0.0
C 0.849194 -5.518676 0.268552 -0.1 -0.1 0.0
P 1.209960 -3.781717 0.851851 0.6 0.3 0.1
O 2.679765 -3.723423 0.577416 -0.1 -0.3 -0.1
O 0.200872 -2.847380 0.281832 -0.5 -0.1 -0.4
C 0.896087 -3.662810 2.662782 -0.2 0.1 0.2
N -0.300248 -2.777019 2.917568 -0.3 -1.5 0.4
H 2.832253 -5.339700 0.128513 0.3 0.3 0.0
H 2.291650 -6.731074 -0.722783 0.0 0.0 0.0
H 2.436882 -6.769066 0.921504 0.0 0.0 0.0
H 0.179741 -6.112043 0.887113 0.1 -0.1 0.0
H 0.422742 -5.429072 -0.728982 -0.1 0.0 0.0
H 1.761558 -3.200925 3.139680 -0.1 -0.1 -0.1
H 0.716807 -4.641247 3.101420 -0.1 0.0 0.2
H -1.105338 -3.094686 2.377368 0.0 -0.1 0.1
H -0.144344 -1.808373 2.589611 0.5 0.8 -0.3
H -0.547729 -2.743372 3.906205 0.0 -0.1 0.0
```
Forces are in eV/Å.

Calculated values
frontier orbital gap	7.583	eV
energy relative to the best compared isomer or geometry (same formula, charge and spin)	40.1	kcal per mole
spin multiplicity	1
calculated total energy	-3624.2979	Eh
total charge	+2

=====

> What is the calculated total energy in the second record?

-8250.8087 Eh